Below is a 10-piece molecular cluster, C28H64Br4N8O8 overall at a distorted geometry, with properties calculated with ωB97M-V/def2-TZVPD.

Last column: Löwdin charge in e.
CARTESIAN COORDINATES (ANGSTROEM)
C  2.028  1.270  -0.311  -0.068
N  1.094  0.254  0.116  -0.172
C  1.291  -1.087  -0.434  -0.024
C  -0.041  0.560  0.778  -0.332
O  -0.974  -0.212  0.928  -0.018
H  1.629  1.814  -1.172  0.082
H  3.003  0.855  -0.566  0.032
H  2.310  1.989  0.466  0.074
H  2.188  -1.530  -0.017  0.085
H  0.383  -1.645  -0.211  0.054
H  1.245  -1.062  -1.526  0.099
H  0.029  1.549  1.258  0.047
C  -3.697  1.581  -2.790  -0.050
N  -2.354  2.012  -2.490  -0.168
C  -1.328  1.036  -2.744  -0.065
C  -2.097  3.200  -1.899  -0.331
O  -2.924  4.040  -1.609  -0.001
H  -3.859  1.066  -3.737  0.093
H  -4.455  2.352  -2.680  0.091
H  -3.985  0.833  -2.041  0.075
H  -0.349  1.420  -3.045  0.088
H  -1.209  0.208  -2.041  0.084
H  -1.576  0.542  -3.695  0.093
H  -1.035  3.299  -1.615  0.135
C  6.009  -2.374  0.089  -0.057
N  5.258  -2.795  -1.084  -0.190
C  5.857  -2.513  -2.366  -0.050
C  4.046  -3.385  -0.950  -0.341
O  3.321  -3.699  -1.871  0.004
H  5.649  -1.390  0.411  0.057
H  7.071  -2.432  -0.115  0.089
H  5.723  -2.960  0.967  0.089
H  5.894  -1.443  -2.583  0.075
H  6.854  -2.959  -2.375  0.090
H  5.316  -2.974  -3.191  0.086
H  3.767  -3.457  0.115  0.131
C  2.682  5.096  2.350  -0.066
N  2.865  4.868  3.783  -0.185
C  2.461  5.865  4.710  -0.086
C  3.380  3.678  4.196  -0.347
O  3.584  3.349  5.340  0.028
H  1.786  5.690  2.177  0.043
H  2.512  4.167  1.810  0.054
H  3.578  5.609  1.999  0.090
H  2.912  5.718  5.697  0.088
H  2.680  6.911  4.487  0.090
H  1.406  5.857  5.020  0.077
H  3.545  3.037  3.311  0.128
C  0.943  -5.716  -3.653  -0.057
N  -0.113  -4.809  -3.243  -0.188
C  -1.240  -4.718  -4.176  -0.018
C  -0.074  -4.187  -2.056  -0.327
O  -0.935  -3.414  -1.654  -0.018
H  1.773  -5.618  -2.958  0.074
H  1.232  -5.674  -4.702  0.087
H  0.561  -6.746  -3.568  0.091
H  -0.862  -4.568  -5.184  0.086
H  -1.683  -5.720  -4.147  0.096
H  -1.944  -3.975  -3.825  0.062
H  0.828  -4.518  -1.517  0.126
C  -5.522  1.710  1.558  -0.057
N  -5.078  0.446  2.119  -0.188
C  -3.711  0.385  2.539  -0.056
C  -5.978  -0.548  2.285  -0.345
O  -5.724  -1.603  2.841  -0.010
H  -4.981  1.975  0.653  0.082
H  -5.288  2.485  2.316  0.089
H  -6.596  1.889  1.623  0.088
H  -3.505  1.039  3.395  0.097
H  -3.581  -0.609  2.975  0.076
H  -2.939  0.526  1.782  0.065
H  -6.988  -0.333  1.912  0.136
C  -1.480  -2.877  2.584  -0.025
N  -0.256  -3.667  2.850  -0.187
C  0.002  -4.087  4.200  -0.055
C  0.594  -3.950  1.847  -0.346
O  1.655  -4.547  1.948  -0.013
H  -2.246  -3.655  2.611  0.099
H  -1.382  -2.474  1.583  0.051
H  -1.595  -2.154  3.385  0.087
H  -0.758  -4.745  4.627  0.091
H  0.995  -4.508  4.324  0.084
H  -0.003  -3.192  4.837  0.089
H  0.240  -3.569  0.875  0.109
C  -3.760  -2.251  -0.104  -0.069
N  -4.788  -2.351  -1.124  -0.162
C  -4.228  -2.055  -2.406  -0.055
C  -5.957  -2.978  -0.871  -0.332
O  -6.774  -3.306  -1.713  0.005
H  -3.145  -3.159  -0.095  0.084
H  -4.103  -2.145  0.927  0.066
H  -3.053  -1.440  -0.279  0.076
H  -5.008  -2.250  -3.147  0.095
H  -3.846  -1.050  -2.563  0.049
H  -3.400  -2.710  -2.695  0.071
H  -6.118  -3.154  0.205  0.137
Br  5.845  1.542  -0.791  0.663
C  5.884  2.436  -2.532  -0.677
C  6.407  3.836  -2.272  -0.733
Br  6.510  4.787  -3.963  0.632
H  4.854  2.520  -2.867  0.052
H  6.490  1.879  -3.237  0.057
H  7.406  3.759  -1.847  0.050
H  5.787  4.410  -1.593  0.050
Br  -0.857  7.269  3.052  0.593
C  -1.352  6.661  1.249  -0.659
C  -2.003  5.291  1.238  -0.651
Br  -0.884  3.910  2.052  0.669
H  -0.456  6.764  0.649  0.053
H  -2.130  7.329  0.882  0.064
H  -2.238  5.108  0.188  0.036
H  -2.915  5.263  1.824  0.055

Output
**HOMO-LUMO gap**: 0.32308 hartree
**LUMO level**: -0.0019 Eh
**E_tot**: -338544.224 eV
**SMILES**: CN(C)C=O.CN(C)C=O.CN(C)C=O.CN(C)C=O.CN(C)C=O.CN(C)C=O.CN(C)C=O.CN(C)C=O.BrCCBr.BrCCBr

Below is a 7-piece molecular cluster, C28H64BrClNO21S6 overall at a distorted geometry, with properties calculated with ωB97M-V/def2-TZVPD.

Last column: Löwdin charge in e.
CARTESIAN COORDINATES (ANGSTROEM)
C  -2.016  -1.613  4.561  -0.024
C  -2.539  -2.887  5.204  -0.187
O  -3.061  -3.784  4.164  -0.017
N  -3.658  -4.862  4.722  -0.088
C  -4.894  -4.926  5.089  -0.157
C  -5.811  -3.784  5.002  -0.066
C  -6.975  -3.995  4.014  -0.128
C  -8.231  -4.652  4.595  -0.086
C  -8.858  -3.857  5.718  -0.455
O  -9.905  -3.254  5.556  0.140
O  -8.222  -3.818  6.944  0.050
C  -5.225  -6.286  5.571  -0.127
C  -4.056  -7.159  4.968  -0.679
Cl  -4.589  -7.606  3.346  0.735
C  -2.968  -6.111  4.984  -0.525
Br  -2.407  -6.031  6.907  0.809
H  -2.188  -0.815  5.274  0.090
H  -2.522  -1.367  3.635  0.068
H  -0.944  -1.696  4.441  0.086
H  -3.335  -2.649  5.901  0.119
H  -1.717  -3.388  5.699  0.096
H  -6.154  -3.564  6.014  0.138
H  -5.258  -2.909  4.683  0.124
H  -7.270  -3.003  3.693  0.106
H  -6.634  -4.520  3.128  0.129
H  -8.969  -4.664  3.803  0.131
H  -8.081  -5.700  4.854  0.114
H  -8.100  -4.706  7.296  0.127
H  -6.113  -6.678  5.088  0.098
H  -5.394  -6.372  6.638  0.136
H  -3.747  -7.965  5.614  0.097
H  -2.015  -6.278  4.509  0.118
O  -6.881  -1.979  1.509  -0.293
S  -6.534  -0.759  0.835  0.573
O  -6.747  -0.626  -0.567  -0.254
O  -5.022  -0.408  1.180  -0.259
C  -4.011  -1.405  0.904  -0.249
C  -3.703  -1.545  -0.569  -0.072
C  -7.277  0.607  1.657  -0.115
H  -4.310  -2.361  1.342  0.107
H  -3.118  -1.069  1.431  0.109
H  -4.560  -1.934  -1.119  0.076
H  -2.867  -2.226  -0.717  0.077
H  -3.451  -0.578  -0.998  0.080
H  -7.094  0.525  2.725  0.072
H  -8.343  0.563  1.449  0.081
H  -6.856  1.525  1.256  0.080
O  -8.065  -0.834  11.775  -0.276
S  -9.409  -1.241  11.504  0.568
O  -9.706  -2.614  11.230  -0.279
O  -9.987  -0.338  10.329  -0.259
C  -9.239  -0.292  9.097  -0.242
C  -9.368  -1.569  8.290  -0.086
C  -10.479  -0.667  12.776  -0.119
H  -8.194  -0.060  9.312  0.114
H  -9.646  0.546  8.535  0.123
H  -8.919  -2.407  8.809  0.057
H  -8.874  -1.458  7.330  0.066
H  -10.417  -1.813  8.123  0.095
H  -10.275  0.383  12.964  0.077
H  -10.267  -1.260  13.663  0.079
H  -11.508  -0.818  12.462  0.077
O  0.490  1.362  -1.109  -0.271
S  0.099  0.164  -1.785  0.566
O  -0.709  -0.811  -1.115  -0.293
O  1.391  -0.539  -2.376  -0.257
C  2.478  -0.847  -1.473  -0.244
C  2.163  -2.026  -0.573  -0.071
C  -0.657  0.565  -3.322  -0.114
H  2.743  0.036  -0.889  0.117
H  3.334  -1.090  -2.099  0.099
H  1.349  -1.797  0.114  0.063
H  3.040  -2.291  0.018  0.083
H  1.856  -2.888  -1.166  0.086
H  -0.034  1.284  -3.846  0.077
H  -1.630  0.997  -3.098  0.077
H  -0.778  -0.347  -3.901  0.078
O  5.491  -0.539  -3.014  -0.282
S  5.852  0.669  -3.696  0.567
O  5.680  0.799  -5.109  -0.275
O  7.344  1.048  -3.313  -0.262
C  8.382  0.069  -3.550  -0.241
C  8.728  -0.072  -5.019  -0.067
C  5.063  2.034  -2.913  -0.107
H  8.091  -0.888  -3.114  0.115
H  9.249  0.426  -3.000  0.123
H  7.894  -0.483  -5.586  0.071
H  9.580  -0.740  -5.141  0.085
H  8.972  0.899  -5.451  0.082
H  5.210  1.962  -1.839  0.078
H  4.003  1.974  -3.156  0.078
H  5.482  2.957  -3.306  0.067
O  6.247  5.656  -7.982  -0.277
S  6.408  5.471  -6.570  0.566
O  5.395  5.901  -5.656  -0.277
O  7.805  6.080  -6.127  -0.259
C  8.078  7.460  -6.444  -0.248
C  7.306  8.428  -5.568  -0.073
C  6.786  3.788  -6.242  -0.118
H  7.884  7.639  -7.503  0.116
H  9.146  7.589  -6.283  0.122
H  6.235  8.360  -5.751  0.070
H  7.619  9.451  -5.773  0.082
H  7.472  8.207  -4.514  0.085
H  7.578  3.464  -6.914  0.061
H  5.881  3.210  -6.417  0.074
H  7.092  3.694  -5.204  0.069
O  10.070  4.136  -8.172  -0.283
S  10.082  3.858  -9.578  0.564
O  10.975  2.887  -10.127  -0.272
O  10.243  5.226  -10.370  -0.259
C  11.377  6.062  -10.055  -0.250
C  12.680  5.513  -10.604  -0.073
C  8.447  3.483  -10.109  -0.115
H  11.432  6.215  -8.976  0.113
H  11.162  7.027  -10.511  0.121
H  12.949  4.574  -10.123  0.070
H  13.488  6.224  -10.432  0.082
H  12.594  5.320  -11.673  0.086
H  7.764  4.236  -9.719  0.059
H  8.199  2.501  -9.711  0.078
H  8.429  3.460  -11.195  0.077

Output
**HOMO-LUMO gap**: 0.27345 hartree
**LUMO level**: -0.1558 Eh
**E_tot**: -222127.430 eV
**Net charge**: +1

Look up the LUMO level of the first one.
-0.0019 Eh

LUMO level of number 1 (C28H64Br4N8O8)?
-0.0019 Eh

Look up the E_tot of the second one.
-222127.430 eV

Which value of HOMO-LUMO gap does entry 1 give?
0.32308 hartree